[1]
21
Properties=species:S:1:pos:R:3:forces:R:3 method="wB97M-V/def2-TZVPD" smiles=CC1(C)Nc2ccccc21 gap_ev=8.590
H -1.3256 1.6513 1.4366 0.239 1.735 2.271
H 1.4281 -0.4508 2.2534 -0.917 1.673 2.664
C -1.3467 0.8471 0.8127 -1.551 -0.928 -4.004
C -1.7362 -0.9828 -1.3481 0.160 -0.508 -0.768
C 1.7244 -0.9647 1.4357 -3.808 -0.339 -5.129
H 2.8508 1.2262 -0.9490 0.927 -0.246 -1.044
H 1.1598 -1.9480 1.3726 0.485 1.343 -0.148
C -2.6516 0.5673 0.1823 0.790 0.265 2.464
H 2.7204 -1.1579 1.4377 3.055 -0.286 -0.305
H -3.5073 0.9399 0.7128 -0.305 0.461 0.025
H 1.2638 -1.2839 -1.8358 0.747 -0.382 0.271
H -1.8881 -1.7310 -2.1224 0.291 0.104 0.046
H 1.6999 2.2875 -0.1425 0.458 -0.728 -0.120
H 2.8215 1.3296 0.8241 0.380 0.058 -0.009
H -3.8764 -0.6799 -1.1249 0.913 0.580 0.351
C -0.5020 -0.5633 -0.9098 -0.202 0.750 -0.673
C 2.2488 1.3122 -0.0939 -2.430 0.425 1.259
C -0.2766 0.3757 0.1036 -1.208 -0.735 1.455
C -2.8632 -0.3512 -0.7956 0.150 -0.877 -0.326
N 0.8420 -0.5911 -1.2551 0.302 0.053 0.165
C 1.2142 0.1679 0.0057 1.523 -2.417 1.555

[2]
9
Properties=species:S:1:pos:R:3:forces:R:3 method="wB97M-V/def2-TZVPD" gap_ev="7.548 / 8.281" charge=-1
O 1.5403 0.6771 -1.1189 0.975 1.716 -0.639
O -0.3836 -1.7432 0.0786 0.351 0.125 0.149
O 1.5311 -0.6301 0.7203 -1.329 -0.713 0.332
H -2.7631 0.5353 0.9538 1.701 0.376 -0.656
N -1.7541 0.3930 0.3936 -0.932 1.103 0.483
H 1.8649 0.4047 -0.1546 0.557 -0.364 0.053
C 0.4784 -0.8695 -0.0210 1.673 -1.218 1.361
N 0.4338 0.0022 -1.1206 -1.168 -0.209 -1.647
N -0.9476 1.2306 0.2689 -1.828 -0.816 0.565

[3]
57
Properties=species:S:1:pos:R:3:forces:R:3 method="wB97M-V/def2-TZVPD" gap_ev="6.980 / 6.736" charge=+1
H 3.0307 0.0964 2.7879 -0.016 -0.017 -0.002
H 3.1815 -0.0385 4.5395 0.010 -0.015 0.009
C 0.0113 3.1195 -3.5188 -0.055 0.050 -0.090
C 2.6968 3.3663 -3.5660 0.032 0.046 -0.109
H -3.8318 3.0627 0.7626 0.001 -0.013 -0.006
H -2.6895 3.8328 1.8601 -0.003 -0.004 0.003
H 0.8396 1.5508 0.9029 -0.043 -0.067 0.007
H 0.1500 2.8762 -4.5717 -0.043 0.003 0.004
C -1.2684 -2.7629 -3.2255 0.041 -0.029 -0.047
C 3.4201 -0.5257 3.5938 0.000 0.082 -0.040
C -2.7790 3.3135 0.9027 -0.070 0.090 -0.049
N 2.4568 -1.1485 0.6194 0.100 0.029 -0.074
H 1.0526 -1.4381 4.7140 0.026 -0.001 0.010
H -3.3206 0.4191 2.1661 -0.009 0.011 -0.028
Pd 0.0535 0.3124 -1.2078 -0.609 -0.495 0.163
H 0.3481 3.2276 0.6712 -0.021 -0.002 -0.008
H -0.1079 4.1930 -3.3712 0.012 0.007 -0.037
H 2.6237 2.9882 -4.5857 0.044 0.034 -0.001
H -5.3901 -1.5706 -1.3782 -0.001 -0.003 -0.006
C -2.4812 0.0731 -1.2074 0.346 0.357 0.181
H -1.9115 0.8329 3.1349 -0.021 -0.008 0.004
H 2.5477 4.4448 -3.5306 0.003 0.003 -0.010
H 0.8825 -2.9121 3.7654 0.012 -0.004 0.001
H -4.4180 0.4819 -0.3438 0.020 0.018 0.008
C -2.1960 -1.8832 -2.4501 0.021 -0.077 -0.077
H 3.2620 -2.4948 4.3907 -0.011 0.043 0.018
H -2.4902 4.0103 0.1139 -0.005 0.007 0.012
S 1.4348 2.5654 -2.5998 0.113 -0.067 0.080
C 1.5933 -3.1199 0.3953 0.122 0.106 0.014
H 3.6607 3.1105 -3.1331 -0.004 -0.023 0.008
Si -1.6914 1.8150 0.8896 -0.063 -0.250 -0.358
H 2.9914 -3.7901 2.4895 0.039 -0.004 0.002
C 2.8203 -1.9259 3.5658 0.035 -0.118 0.123
C 0.0853 2.2998 1.1821 0.207 0.025 0.008
C -4.3450 -1.3296 -1.5237 0.035 0.048 0.027
N -1.6745 1.0977 -0.7504 -0.181 0.324 0.125
H 0.8148 -1.3305 2.9758 0.009 0.009 0.008
H -1.8012 -0.4345 1.9095 0.021 0.009 0.026
H -0.2783 -2.3184 -3.2890 -0.008 0.016 0.015
H 0.2175 2.4598 2.2561 0.041 0.038 -0.022
H -3.9455 -3.0809 -2.7168 -0.012 0.006 0.007
C 1.3082 -1.9061 3.7642 -0.060 0.012 -0.041
N -1.7187 -0.7397 -1.9544 0.394 0.105 0.245
N 2.4324 -2.3750 1.1289 0.054 0.076 0.118
C -3.5389 -2.1863 -2.2664 0.038 0.018 -0.021
H 4.2609 -2.6350 2.0723 0.019 0.053 0.077
H -1.6534 -2.9224 -4.2333 0.000 0.003 0.004
C -2.2374 0.5430 2.1331 0.014 -0.102 0.072
O 1.5831 1.0883 -2.8929 -0.026 0.218 0.050
H 4.5064 -0.5560 3.4983 0.001 -0.010 -0.004
C 3.2067 -2.7341 2.3272 -0.158 -0.058 -0.231
H -0.8548 2.5995 -3.1108 0.015 -0.015 0.006
N 1.6720 -1.1674 -0.3979 -0.301 -0.145 -0.133
N 1.1108 -2.3785 -0.5705 -0.031 -0.188 0.034
H -1.1772 -3.7400 -2.7504 -0.015 0.012 0.023
H 1.3670 -4.1544 0.5875 0.027 -0.003 -0.019
C -3.8218 -0.1812 -0.9540 -0.085 -0.142 -0.077

Listing max |F| for the structures above in their given order: 6.40 2.48 0.80 eV/Å.
Listing energy above the lowest of the compared OMol25 structures with the same formula, charge and spin for the structures above in their given order: 43.33 82.81 23.96 kcal per mole.